1.
C5H7N | ωB97M-V with the def2-TZVPD basis set

Properties
**E_LUMO**: 1.178 eV
**Charge**: 0
**Kohn-Sham gap**: 10.23 eV
**2S+1**: 1
**Calculated total energy**: -6786.8295 eV
**E_HOMO**: -9.05 eV
**SMILES string**: C1=C[C@H]2N[C@H]2C1

Atoms and positions in Å:
C -0.34038 -0.30142 -1.28876
C 0.57929 -1.03138 -0.65170
C 0.63940 -0.68692 0.81070
N 1.17031 0.63520 1.13597
C -0.27455 0.47705 0.95821
C -1.02725 0.66815 -0.35680
H -0.58676 -0.37042 -2.34587
H 1.22353 -1.76357 -1.12866
H 0.80584 -1.44537 1.56676
H 1.72464 0.92525 0.34195
H -0.82370 0.63557 1.88043
H -2.08234 0.39535 -0.20306
H -1.02242 1.69669 -0.73938


2.
C5H7N | ωB97M-V with the def2-TZVPD basis set

Properties
**E_LUMO**: 1.104 eV
**Charge**: 0
**Kohn-Sham gap**: 10.58 eV
**2S+1**: 1
**Calculated total energy**: -6784.4700 eV
**E_HOMO**: -9.47 eV

Atoms and positions in Å:
N -0.13207 -2.04128 -1.26542
C 0.20097 -1.12862 -0.46501
C 0.66586 -0.77915 0.91137
C 0.42567 0.69098 0.58077
C -0.98131 1.01052 0.17161
C 0.00704 0.51298 -0.84739
H 1.72265 -1.02491 1.03860
H 0.08063 -1.20531 1.72919
H 1.10597 1.45923 0.90209
H -1.24228 2.06902 0.17909
H -1.80140 0.35699 0.46276
H -0.37180 -1.10671 -1.72656
H 0.32007 1.18627 -1.67109


3.
C5H7N | ωB97M-V with the def2-TZVPD basis set

Properties
**E_LUMO (alpha / beta)**: 0.970 / -3.301 eV
**Charge**: 0
**Kohn-Sham gap (alpha / beta)**: 7.67 / 6.83 eV
**2S+1**: 3
**Calculated total energy**: -6781.6154 eV
**<S²>**: 2.017
**E_HOMO (alpha / beta)**: -6.70 / -10.13 eV

Atoms and positions in Å:
C -1.03060 -1.25274 0.18397
C -1.40303 0.99574 -0.08117
C -1.50605 -0.07339 0.68657
C 1.48205 -0.46786 -0.67679
C 1.79925 0.47671 0.16221
N -0.79637 -2.29548 -0.17877
H -1.90534 1.90837 0.10440
H -1.11292 0.70021 -1.06287
H -1.76833 -0.09024 1.74022
H 1.67806 -1.54279 -0.45466
H 0.63302 -0.32041 -1.36080
H 2.34728 0.42127 1.01817
H 1.58298 1.54059 -0.08047


Question: 2S+1 of number 2 (C5H7N)?
Answer: 1